(w)
ORCA calculation (the ωB97M-V functional and the def2-TZVPD basis) on 3 unconnected molecules or ions with the total composition C5H15N2O.

```
23
Properties=species:S:1:pos:R:3
N -3.72876 1.58339 -2.15084
C -1.85116 -2.47121 1.17266
C -2.98235 -2.47790 0.50112
N 1.95293 1.88209 1.20759
C 3.60404 0.67336 -0.04749
C 2.34195 0.62745 0.77186
C 1.14239 -0.26577 -0.05634
O 0.10628 -0.29890 0.66010
H -2.89399 1.48262 -2.70103
H -3.69606 2.35568 -1.49773
H -4.54080 1.58659 -2.73273
H -0.97588 -1.90750 0.80581
H -1.67055 -3.00833 2.09874
H -3.96418 -2.59078 0.92284
H -3.01424 -2.53337 -0.56364
H 2.05426 2.53921 0.42751
H 4.48950 0.94145 0.52083
H 3.86513 -0.33308 -0.34512
H 3.54887 1.31821 -0.91234
H 2.58218 0.00512 1.62989
H 1.70413 -1.19205 -0.08144
H 0.96299 0.16716 -1.05454
H 0.96335 1.91656 1.42428
```

Summary:
E_HOMO: -12.06 eV
Molar mass: 119.2 g mol⁻¹
Net charge: +1
Kohn-Sham gap: 3.49 eV
LUMO: -8.57 eV



(x)
ORCA calculation (the ωB97M-V functional and the def2-TZVPD basis) on 2 unconnected molecules or ions with the total composition C5H15N2O.

```
23
Properties=species:S:1:pos:R:3
C 1.53563 -1.58722 0.72984
C 1.72728 -0.15549 1.19645
N 1.63338 0.76098 0.01478
C 1.86822 2.22263 0.22991
H 2.41708 -1.89372 0.15799
H 1.42252 -2.27451 1.56182
H 0.68950 -1.68311 0.05224
H 0.91555 0.14120 1.86336
H 2.67327 0.04304 1.69325
H 0.72634 0.62766 -0.46791
H 2.33614 0.44184 -0.66388
H 1.29210 2.52191 1.10265
H 1.47165 2.72796 -0.64604
H 2.92094 2.42925 0.38460
C -1.56193 -0.55055 -1.45465
N -2.48657 -0.80261 -0.52261
C -2.43276 -0.22096 0.81295
O -0.65319 0.26839 -1.34531
H -1.70460 -1.12660 -2.37518
H -3.11204 -1.57065 -0.69392
H -1.69947 0.57728 0.81657
H -2.15010 -0.95968 1.56323
H -3.41430 0.18362 1.05008
```

Summary:
E_HOMO: -13.85 eV
Molar mass: 119.2 g mol⁻¹
Net charge: +1
Kohn-Sham gap: 11.26 eV
LUMO: -2.59 eV



(y)
ORCA calculation (the ωB97M-V functional and the def2-TZVPD basis) on 2 unconnected molecules or ions with the total composition C5H15N2O.

```
23
Properties=species:S:1:pos:R:3
N -5.02105 0.53679 0.13539
C 1.94427 -0.37534 2.02893
C 1.36519 0.37718 0.84714
N 1.50497 -0.31264 -0.45452
C 2.76641 -0.43096 -1.27324
C 0.36032 0.20769 -1.22001
C -0.97857 -0.18103 -0.64630
O -1.31050 0.66673 0.45208
H -4.65096 0.15077 1.01162
H -5.79579 1.12355 0.42672
H 2.09564 -1.47219 1.81842
H 2.87199 0.12538 2.39568
H 1.30663 -0.52165 2.94607
H -0.34568 0.76465 0.96014
H 1.63787 1.45082 0.82411
H 3.39520 0.55091 -1.40147
H 3.44076 -1.08382 -0.75875
H 2.59074 -0.81996 -2.30057
H 0.42853 -0.09964 -2.24055
H 0.36105 1.28443 -1.28402
H -1.69522 -0.31522 -1.44784
H -1.07244 -1.32831 -0.31868
H -5.19938 -0.29811 -0.50035
```

Summary:
E_HOMO: -12.05 eV
Molar mass: 119.2 g mol⁻¹
Net charge: +1
Kohn-Sham gap: 4.43 eV
LUMO: -7.62 eV



(z)
ORCA calculation (the ωB97M-V functional and the def2-TZVPD basis) on a molecular structure, C5H15N2O.

```
23
Properties=species:S:1:pos:R:3
C -1.67892 -1.22833 -1.39451
C -2.26908 -0.42712 -0.31188
C -1.31310 0.23332 0.65876
C 0.11480 -0.16459 0.74953
C 1.00575 1.08543 0.84306
N 2.09750 0.89619 1.72674
N -0.09480 0.84417 -1.72981
H -2.31545 -1.71496 -2.14332
H -1.13443 -2.06727 -0.91240
H -0.88436 -0.46451 -1.77797
H -3.25587 -0.54699 -0.09085
H -1.69373 0.86392 1.52490
H -1.74028 0.79934 -0.40351
H 0.56300 -0.76057 -0.04257
H 0.38913 1.96517 1.14220
H 2.80833 1.64887 1.52467
H 2.47865 -0.07137 1.68327
H 0.42894 0.52792 -2.53691
H -0.74392 1.66683 -1.84059
H 0.27399 -0.86521 1.58258
H 1.39596 1.22828 -0.13427
H 3.16193 -1.99858 0.92095
O 2.40594 -1.44992 0.96193
```

Summary:
E_HOMO: -12.16 eV
Molar mass: 119.2 g mol⁻¹
Net charge: +1
Kohn-Sham gap: 3.92 eV
LUMO: -8.24 eV



Which structure is most stable? (x), by 631.0 kJ/mol over the runner-up.



(w)
ORCA calculation (the ωB97M-V functional and the def2-TZVPD basis) on C2H3N3S in the gas phase.

```
9
Properties=species:S:1:pos:R:3
C 1.18591 0.38721 -0.03830
C -1.03036 0.07662 -0.07679
N 1.07108 -0.87367 -0.01427
N -0.01321 1.00040 -0.00952
N -0.18403 -1.18265 0.01397
S -2.61833 0.20985 -0.03215
H 2.19235 0.63571 -0.06870
H -0.09200 1.95043 0.04101
H -0.51140 -2.20392 0.18475
```

Summary:
E_HOMO: -8.15 eV
Molar mass: 101.1 g mol⁻¹
SMILES: S=c1[nH]cn[nH]1
Kohn-Sham gap: 8.91 eV
LUMO: 0.75 eV



(x)
ORCA calculation (the ωB97M-V functional and the def2-TZVPD basis) on C2H3N3S in the gas phase.

```
9
Properties=species:S:1:pos:R:3
C -1.24366 0.29654 0.04363
C 1.06429 -0.06635 -0.01933
N -1.03988 -0.97855 0.03276
N -0.13684 1.04236 0.01606
N 0.30933 -1.16143 -0.02296
S 2.63711 0.25667 -0.00098
H -2.24222 0.68255 0.07599
H -0.01270 2.03141 -0.06623
H 0.66457 -2.10320 -0.05894
```

Summary:
E_HOMO: -8.32 eV
Molar mass: 101.1 g mol⁻¹
SMILES: S=c1[nH]cn[nH]1
Kohn-Sham gap: 9.18 eV
LUMO: 0.86 eV



(y)
ORCA calculation (the ωB97M-V functional and the def2-TZVPD basis) on C2H3N3S in the gas phase.

```
9
Properties=species:S:1:pos:R:3
C -0.81307 1.23227 0.08851
C 0.27999 -1.27402 0.19256
H -2.55260 0.21880 0.84243
H -1.41934 2.18959 -0.07804
H 0.68351 -2.14422 0.65493
N -1.59792 0.09584 0.28231
N 0.37928 1.39026 -0.12927
N -0.93440 -1.12581 0.53982
S 1.34739 -0.15848 -0.49723
```

Summary:
E_HOMO: -8.35 eV
Molar mass: 101.1 g mol⁻¹
SMILES: C1=NNC=NS1
Kohn-Sham gap: 8.70 eV
LUMO: 0.35 eV



(z)
ORCA calculation (the ωB97M-V functional and the def2-TZVPD basis) on C2H3N3S in the gas phase.

```
9
Properties=species:S:1:pos:R:3
C 1.29403 1.19552 -0.11834
C 0.86974 -0.44225 0.02891
N 1.60429 2.29194 -0.11979
N -1.52145 0.00147 0.29571
N -0.40345 -0.77863 -0.02430
S 2.13852 -1.46327 -0.03119
H -2.16483 0.02258 -0.49758
H -1.22692 0.94837 0.52818
H -0.58993 -1.77572 -0.06161
```

Summary:
E_HOMO: -9.20 eV
Molar mass: 101.1 g mol⁻¹
SMILES: N#CC(=S)NN
Kohn-Sham gap: 8.91 eV
LUMO: -0.29 eV



Which structure is most stable? (x), by 32.0 kJ/mol over the runner-up.



(w)
ORCA calculation (the ωB97M-V functional and the def2-TZVPD basis) on 2 unconnected molecules or ions with the total composition C5H13NO2.

```
21
Properties=species:S:1:pos:R:3
C -0.92309 -0.62065 -1.27308
N -0.40385 0.53187 -0.64376
C -0.89735 1.76949 -1.24230
C -0.39242 2.09326 -2.66684
C 1.01995 0.47634 -0.30404
C 1.22824 0.15077 1.17646
O -0.30181 -1.32955 -2.01687
H -1.95677 -0.82435 -0.96609
H -1.98529 1.79548 -1.15627
H -0.63927 2.56742 -0.54861
H 0.16090 1.23432 -3.04417
H -1.24701 2.22589 -3.33110
H 0.31129 2.91076 -2.62239
H 1.47299 1.43890 -0.51158
H 1.50295 -0.27718 -0.91561
H 1.90093 0.81957 1.71408
H 1.61028 -0.85073 1.40268
H 0.29357 0.14933 1.74600
H -0.33128 -4.31630 4.43447
H 0.14073 -5.29430 5.46176
O -0.56371 -4.65033 5.30726
```

Summary:
E_HOMO: -9.16 eV
Molar mass: 119.2 g mol⁻¹
SMILES: CCN(C=O)CC.O
Kohn-Sham gap: 9.86 eV
LUMO: 0.70 eV



(x)
ORCA calculation (the ωB97M-V functional and the def2-TZVPD basis) on 3 unconnected molecules or ions with the total composition C5H13NO2.

```
21
Properties=species:S:1:pos:R:3
N 0.79447 0.24525 -1.29678
C -0.05832 -0.29482 -0.27826
C 0.54810 -0.58766 1.04020
C -3.87375 0.63309 -0.00363
C -2.65507 -0.21706 0.29098
C -1.44213 -0.25739 -0.55160
H 1.39303 -0.55806 -1.57627
H 1.48217 0.81867 -0.67128
H 0.70878 0.40101 1.63467
H 1.57471 -0.99153 0.88805
H -3.55156 1.72583 -0.14570
H -4.38201 0.54383 -1.00317
H -4.67848 0.65345 0.83033
H -2.74491 -0.75479 1.19541
H -1.79348 -0.04755 -1.61693
H 3.46969 0.08659 0.09316
H 4.36976 1.18915 0.76247
O 3.45315 1.02973 0.66392
H 4.13525 -1.35032 -1.12669
H -0.04965 -1.28745 1.68035
O 3.30023 -0.97997 -0.80921
```

Summary:
E_HOMO: -7.60 eV
Molar mass: 119.2 g mol⁻¹
Kohn-Sham gap: 4.81 eV
LUMO: -2.80 eV



Which structure is most stable? (w), by 409.8 kJ/mol over the runner-up.



(w)
ORCA calculation (the ωB97M-V functional and the def2-TZVPD basis) on 3 unconnected molecules or ions with the total composition C5H13NO2.

```
21
Properties=species:S:1:pos:R:3
C 1.03357 -1.18354 -3.02248
C 0.37175 -1.19053 -1.57311
C 0.58102 0.11004 -0.80420
C 1.52906 0.42362 0.04139
N 1.41104 1.65122 0.72121
C 1.21197 1.52590 2.00241
H 0.51380 -0.48413 -3.67594
H 0.82164 -2.12519 -3.33066
H 2.13377 -0.93310 -3.09028
H 0.86714 -2.10009 -0.97883
H -0.65515 -1.54128 -1.56306
H -0.23225 0.87501 -0.98953
H 2.36572 -0.08685 0.43513
H 1.02554 2.40007 2.54197
H 1.15821 0.62332 2.47217
H -1.37757 1.92970 2.01637
H -2.46434 1.37738 2.79546
O -1.70706 1.03390 2.30326
H -2.46190 -1.21518 0.60468
H -3.58420 -1.40449 -0.41778
O -2.83693 -1.90722 -0.01979
```

Summary:
E_HOMO: -8.72 eV
Molar mass: 119.2 g mol⁻¹
SMILES: C=N/C=C/CC.O.O
Kohn-Sham gap: 9.18 eV
LUMO: 0.45 eV



(x)
ORCA calculation (the ωB97M-V functional and the def2-TZVPD basis) on 2 unconnected molecules or ions with the total composition C5H13NO2.

```
21
Properties=species:S:1:pos:R:3
O -2.74274 -0.65066 1.37702
C -2.71810 -0.15892 0.23084
C -1.15035 -0.54521 -0.33509
C -0.11729 -0.41931 0.78664
C 2.36881 0.12127 1.10952
C 1.31745 -0.68193 0.34272
N -0.95883 0.25013 -1.44618
H -2.94621 0.90170 0.23750
H -3.32092 -0.61363 -0.57484
H -0.32883 -1.05905 1.63004
H -0.22793 0.60250 1.14005
H 2.03744 1.15687 1.10068
H 2.55399 -0.26900 2.11116
H 1.47993 -0.40648 -0.69666
H 3.28055 0.04590 0.52306
H 1.52577 -1.75501 0.34635
H -1.19506 -1.61228 -0.56090
H -1.55447 1.04632 -1.57664
H -0.01448 0.78319 -1.43667
H 1.43410 1.92058 -2.53229
O 1.27715 1.34300 -1.77632
```

Summary:
E_HOMO: -8.86 eV
Molar mass: 119.2 g mol⁻¹
Kohn-Sham gap: 4.87 eV
LUMO: -3.99 eV



Which structure is most stable? (w), by 439.6 kJ/mol over the runner-up.



(w)
ORCA calculation (the ωB97M-V functional and the def2-TZVPD basis) on 2 unconnected molecules or ions with the total composition C5H13NO2.

```
21
Properties=species:S:1:pos:R:3
C -1.10123 -0.14376 1.99419
C 0.17742 0.78316 2.11327
C 1.29510 0.18857 1.13319
C 1.14108 0.41395 -0.48908
N 0.53854 -0.40822 -1.31861
C -0.30420 -1.59633 -0.89196
O 1.81793 1.33914 -1.01629
H -1.89447 -0.07237 2.82702
H -0.87633 -1.15210 1.98370
H -1.84186 0.02876 1.08673
H -0.10404 1.78457 1.70814
H 0.65473 0.92066 3.07813
H 1.42245 -0.84877 1.36428
H 2.27027 0.75621 1.37951
H 0.62843 -0.33185 -2.36126
H -1.31272 -1.05231 -0.96834
H 0.06241 -1.86441 0.13948
H -0.35836 -2.45096 -1.66232
H -0.04993 1.51659 -3.13399
H -1.52070 1.17736 -3.19221
O -0.64452 1.01210 -3.77357
```

Summary:
E_HOMO: -9.34 eV
Molar mass: 119.2 g mol⁻¹
SMILES: CCCC(=O)NC.O
Kohn-Sham gap: 9.89 eV
LUMO: 0.55 eV



(x)
ORCA calculation (the ωB97M-V functional and the def2-TZVPD basis) on 2 unconnected molecules or ions with the total composition C5H13NO2.

```
21
Properties=species:S:1:pos:R:3
C -0.47853 -0.24937 -0.76047
C 0.49197 1.66478 0.32729
C 0.70725 -1.01788 -0.72464
C -1.76167 -0.78181 -1.29914
C 1.42151 2.40742 -0.61651
N -0.84056 -1.78940 2.66216
O -0.42433 -1.34420 1.40067
O -0.58272 1.01880 -0.38922
H -0.99949 -2.79489 2.62494
H -0.10424 -1.60511 3.34183
H -0.01663 2.35948 0.99538
H 1.00443 0.92465 0.94174
H 0.51052 -1.52083 0.47453
H -2.59038 -0.46788 -0.66576
H 0.70704 -1.86376 -1.40418
H 1.65162 -0.48647 -0.71367
H -1.92784 -0.38936 -2.30858
H -1.73574 -1.86784 -1.33991
H 1.92364 1.72644 -1.30380
H 2.18096 2.93901 -0.03997
H 0.86321 3.13822 -1.20268
```

Summary:
E_HOMO: -7.15 eV
Molar mass: 119.2 g mol⁻¹
Kohn-Sham gap: 8.01 eV
LUMO: 0.86 eV



Which structure is most stable? (w), by 257.3 kJ/mol over the runner-up.



(w)
ORCA calculation (the ωB97M-V functional and the def2-TZVPD basis) on 2 unconnected molecules or ions with the total composition C5H13NO2.

```
21
Properties=species:S:1:pos:R:3
C -1.44277 1.72222 -0.24806
N -0.84008 0.74136 0.65225
C 2.61538 -0.37068 -0.64235
C 1.55669 0.25198 0.29717
C 0.11152 -0.18314 0.07991
C -0.02822 -1.54316 0.75203
O -0.74188 -2.47628 0.48410
H -2.18325 2.23233 0.37456
H -1.96293 1.25830 -1.07996
H -0.66655 2.40691 -0.62092
H -0.71645 1.08509 1.58760
H 3.61614 -0.07476 -0.33972
H 2.46226 0.02537 -1.64969
H 2.60477 -1.45874 -0.63342
H 1.66681 1.33080 0.13878
H 1.86490 0.11495 1.33479
H -0.24905 -0.37705 -0.94148
H 0.65628 -1.69709 1.60492
H -2.57911 -0.61064 0.27571
H -2.75851 -1.64055 -0.84076
O -2.98598 -0.73722 -0.58545
```

Summary:
E_HOMO: -8.82 eV
Molar mass: 119.2 g mol⁻¹
SMILES: CC[C@@H](C=O)NC.O
Kohn-Sham gap: 9.72 eV
LUMO: 0.90 eV



(x)
ORCA calculation (the ωB97M-V functional and the def2-TZVPD basis) on a molecular structure, C5H13NO2.

```
21
Properties=species:S:1:pos:R:3
C 2.36997 0.83959 -1.31864
C -1.53388 0.72166 -1.20891
C -0.56298 0.77562 -0.06339
O 1.38766 -0.12697 -1.10347
O -0.00015 1.76033 0.35457
H 2.30336 1.73505 -0.68253
H 2.36663 1.17098 -2.36591
H 3.36212 0.41734 -1.11188
H -1.41152 1.63523 -1.78536
H -2.55601 0.69313 -0.82482
H -1.36658 -0.13870 -1.85110
C 0.22303 -0.37172 2.02321
C -1.37052 -1.54969 0.58608
N -0.32492 -0.52723 0.67051
H 0.86271 -0.50914 -0.05835
H 0.98885 0.39836 2.01032
H -2.32907 -1.16050 0.93462
H -0.55836 -0.16697 2.75391
H 0.74995 -1.29494 2.27056
H -1.11254 -2.40465 1.20963
H -1.48779 -1.89679 -0.43903
```

Summary:
E_HOMO: -8.72 eV
Molar mass: 119.2 g mol⁻¹
Kohn-Sham gap: 9.42 eV
LUMO: 0.70 eV



Which structure is most stable? (w), by 80.9 kJ/mol over the runner-up.